# 1
{
  "formula": "C58H66N10O3Si",
  "method": "the ωB97M-V functional and the def2-TZVPD basis",
  "species": ["C", "C", "C", "O", "O", "C", "C", "C", "C", "C", "C", "N", "C", "C", "N", "C", "C", "C", "C", "O", "Si", "C", "C", "C", "H", "H", "H", "H", "H", "H", "H", "H", "H", "H", "H", "H", "H", "H", "H", "H", "H", "H", "H", "H", "H", "H", "H", "H", "H", "H", "C", "C", "C", "N", "C", "C", "H", "H", "H", "H", "H", "C", "C", "C", "N", "C", "C", "H", "H", "H", "H", "H", "C", "C", "C", "N", "C", "C", "H", "H", "H", "H", "H", "C", "C", "C", "N", "C", "C", "H", "H", "H", "H", "H", "C", "C", "C", "N", "C", "C", "H", "H", "H", "H", "H", "C", "C", "C", "N", "C", "C", "H", "H", "H", "H", "H", "C", "C", "C", "N", "C", "C", "H", "H", "H", "H", "H", "C", "C", "C", "N", "C", "C", "H", "H", "H", "H", "H"],
  "positions_angstrom": [[-2.4394, -10.5088, -5.1276], [-2.1700, -8.9405, -5.1400], [-1.3352, -8.5751, -6.4091], [-1.0311, -9.3551, -7.2747], [-0.8627, -7.2405, -6.5699], [0.4482, -7.2390, -5.9278], [0.5485, -5.9221, -5.0466], [1.4195, -6.1940, -3.7599], [2.7837, -6.7985, -4.0124], [3.6015, -7.1082, -2.8646], [3.1811, -6.8642, -1.4377], [4.0713, -7.2591, -0.4476], [3.5301, -6.9797, 0.7678], [2.2240, -6.3175, 1.0278], [1.3780, -5.9379, 0.0363], [1.8641, -6.2408, -1.2289], [0.9698, -5.8971, -2.4041], [-0.4377, -5.2629, -2.1169], [-0.6361, -3.8202, -2.7343], [-0.0624, -2.7577, -1.9691], [-1.0640, -2.2161, -0.6838], [-0.9506, -3.2658, 0.9099], [-2.9010, -1.9819, -1.1327], [-0.4072, -0.4693, -0.2118], [-1.5053, -11.1050, -5.3212], [-2.8203, -10.8034, -4.1079], [-3.2359, -10.7720, -5.8743], [-1.5799, -8.7137, -4.2069], [-3.1524, -8.4033, -5.1325], [0.4755, -8.1197, -5.2168], [1.2871, -7.3408, -6.6742], [1.1507, -5.1779, -5.6535], [-0.4628, -5.5003, -4.8023], [3.1938, -7.0262, -5.0234], [4.6152, -7.5592, -3.0434], [4.1358, -7.2810, 1.6673], [1.9086, -6.1381, 2.0819], [-0.7242, -5.2814, -1.0347], [-1.1847, -5.9380, -2.6435], [-0.1180, -3.7975, -3.7411], [-1.7340, -3.7005, -2.9589], [0.0278, -3.8063, 1.0252], [-1.8426, -3.9579, 0.9584], [-1.0671, -2.5495, 1.7765], [-3.2503, -0.9511, -0.8627], [-3.4844, -2.6962, -0.4686], [-3.1708, -2.2299, -2.1943], [0.7163, -0.4839, -0.0709], [-0.6017, 0.2141, -1.0965], [-0.9442, -0.0301, 0.6660], [2.3782, -0.1694, 5.1108], [1.2094, 0.5269, 4.8474], [0.2978, -0.0341, 3.9673], [0.4806, -1.2090, 3.3524], [1.6168, -1.8598, 3.6217], [2.5911, -1.3883, 4.4882], [3.1165, 0.2344, 5.7940], [1.0094, 1.4828, 5.3144], [-0.6331, 0.4714, 3.7314], [1.7391, -2.8080, 3.1074], [3.4923, -1.9603, 4.6696], [-3.2975, 4.3210, 1.4946], [-3.5375, 3.2595, 2.3534], [-3.2708, 1.9779, 1.9004], [-2.7975, 1.7003, 0.6788], [-2.5747, 2.7429, -0.1328], [-2.8054, 4.0621, 0.2257], [-3.4917, 5.3394, 1.8116], [-3.9226, 3.4227, 3.3520], [-3.4401, 1.1151, 2.5375], [-2.1936, 2.4903, -1.1157], [-2.6048, 4.8636, -0.4702], [-4.1074, 0.3623, -5.6170], [-2.8623, 0.9518, -5.4666], [-2.4418, 1.2764, -4.1863], [-3.1698, 1.0579, -3.0853], [-4.3668, 0.4907, -3.2561], [-4.8790, 0.1237, -4.4908], [-4.4724, 0.0916, -6.6011], [-2.2314, 1.1544, -6.3224], [-1.4731, 1.7363, -4.0169], [-4.9341, 0.3279, -2.3450], [-5.8558, -0.3360, -4.5683], [-7.1275, -4.5981, 0.5670], [-6.7238, -3.6932, 1.5351], [-6.6499, -2.3529, 1.1895], [-6.9422, -1.8793, -0.0270], [-7.3274, -2.7731, -0.9445], [-7.4376, -4.1330, -0.7007], [-7.1993, -5.6547, 0.7978], [-6.4722, -4.0191, 2.5360], [-6.3419, -1.6065, 1.9141], [-7.5557, -2.3621, -1.9226], [-7.7569, -4.8097, -1.4828], [2.1261, 5.3092, -2.8130], [0.9327, 5.4928, -3.4914], [-0.2502, 5.2444, -2.8118], [-0.3063, 4.8337, -1.5391], [0.8605, 4.6620, -0.9068], [2.0953, 4.8862, -1.4936], [3.0731, 5.4937, -3.3075], [0.9187, 5.8212, -4.5227], [-1.2114, 5.3764, -3.2982], [0.7840, 4.3265, 0.1225], [3.0089, 4.7331, -0.9337], [3.7079, 10.0549, -2.4924], [4.3017, 10.6128, -1.3715], [4.2762, 9.8916, -0.1876], [3.7068, 8.6861, -0.0627], [3.1382, 8.1689, -1.1588], [3.1132, 8.8068, -2.3888], [3.7080, 10.5869, -3.4369], [4.7745, 11.5854, -1.4141], [4.7302, 10.2850, 0.7160], [2.6836, 7.1938, -1.0277], [2.6400, 8.3392, -3.2431], [3.0346, -1.0936, 9.7529], [2.3554, -0.4157, 10.7527], [1.1978, 0.2664, 10.4122], [0.6979, 0.3126, 9.1724], [1.3720, -0.3479, 8.2236], [2.5360, -1.0626, 8.4601], [3.9430, -1.6402, 9.9787], [2.7150, -0.4164, 11.7735], [0.6297, 0.8091, 11.1605], [0.9450, -0.2910, 7.2307], [3.0388, -1.5806, 7.6535], [5.9296, 11.9243, 5.4876], [5.7724, 10.6473, 4.9738], [5.3583, 10.5167, 3.6577], [5.0970, 11.5530, 2.8525], [5.2544, 12.7757, 3.3722], [5.6670, 13.0145, 4.6732], [6.2530, 12.0688, 6.5119], [5.9669, 9.7721, 5.5798], [5.2240, 9.5374, 3.2095], [5.0335, 13.5967, 2.6980], [5.7791, 14.0267, 5.0395]],
  "orbital_gap_ha": 0.2986,
  "charge": 0,
  "smiles": "CCC(=O)OCCc1ccc2nccnc2c1CCO[Si](C)(C)C.c1ccncc1.c1ccncc1.c1ccncc1.c1ccncc1.c1ccncc1.c1ccncc1.c1ccncc1.c1ccncc1"
}

=====

# 2
{
  "formula": "C58H68O4PPtS2",
  "method": "the ωB97M-V functional and the def2-TZVPD basis",
  "species": ["Pt", "C", "O", "C", "C", "C", "C", "C", "C", "C", "C", "C", "C", "C", "C", "C", "C", "C", "C", "C", "C", "C", "C", "C", "C", "C", "C", "C", "C", "C", "C", "C", "C", "O", "C", "C", "C", "C", "C", "O", "C", "C", "C", "C", "C", "C", "O", "C", "C", "C", "C", "H", "H", "H", "H", "H", "H", "H", "H", "H", "H", "H", "H", "H", "H", "H", "H", "H", "H", "H", "H", "H", "H", "H", "H", "H", "H", "H", "H", "H", "H", "H", "H", "H", "H", "H", "H", "H", "H", "H", "H", "H", "H", "H", "H", "H", "H", "H", "H", "H", "H", "H", "H", "H", "H", "H", "H", "H", "H", "S", "P", "S", "C", "C", "C", "C", "C", "C", "C", "C", "C", "C", "C", "C", "H", "H", "H", "H", "H", "H", "H", "H", "H", "H"],
  "positions_angstrom": [[-0.3892, -0.0059, -0.7338], [-3.7543, -2.0171, -1.3568], [-2.4838, -1.7407, -0.7794], [-1.7161, -2.8134, -0.3975], [-0.8472, -3.3339, -1.3446], [-0.7253, -2.5929, -2.6466], [-0.0082, -1.2531, -2.4902], [1.5074, -1.3337, -2.6538], [2.1585, -0.0455, -3.0942], [1.4683, 1.0764, -2.8846], [0.0284, 1.0840, -2.5184], [-0.6712, 2.4386, -2.6670], [-0.8744, 3.1537, -1.3566], [-0.1177, 4.2519, -0.9971], [-0.2317, 4.8374, 0.2693], [-1.0563, 4.2052, 1.1834], [-1.8223, 3.0789, 0.8596], [-2.5486, 2.3849, 1.9934], [-3.2693, 1.0675, 1.8154], [-4.6347, 1.0265, 2.0991], [-5.3504, -0.1570, 2.2125], [-4.5991, -1.3292, 2.1219], [-3.2419, -1.3374, 1.8447], [-2.4763, -2.6260, 2.0395], [-1.6993, -3.2627, 0.9086], [-0.8557, -4.3305, 1.2125], [-0.0218, -4.9274, 0.2734], [-0.0310, -4.4029, -1.0160], [0.9013, -6.0731, 0.6872], [1.7956, -6.5241, -0.4696], [0.0563, -7.2705, 1.1443], [1.8087, -5.6104, 1.8377], [-2.5438, -0.1252, 1.5919], [-1.2552, -0.1250, 1.2909], [-6.8435, -0.2164, 2.5324], [-7.5753, -1.0277, 1.4541], [-7.4734, 1.1751, 2.5895], [-7.0584, -0.8906, 3.8970], [-1.7984, 2.6371, -0.4449], [-2.6138, 1.6224, -0.8774], [-3.9375, 1.9896, -1.2422], [0.5610, 6.1014, 0.6010], [0.2350, 6.6367, 1.9956], [0.2210, 7.1976, -0.4209], [2.0624, 5.7953, 0.5415], [-0.7225, -0.0876, -3.0118], [-1.8411, -0.0748, -3.5409], [3.4562, -0.0940, -3.9019], [4.0585, 1.3021, -4.0841], [3.0995, -0.6422, -5.2981], [4.5282, -1.0077, -3.2901], [-3.8618, -3.0831, -1.5682], [-4.5395, -1.7050, -0.6642], [-3.8326, -1.4524, -2.2879], [-0.1662, -3.2011, -3.3611], [-1.7035, -2.3813, -3.0744], [1.7313, -2.1305, -3.3679], [1.9180, 2.0449, -3.0797], [-0.0566, 3.0639, -3.3158], [-1.6255, 2.2603, -3.1630], [0.5945, 4.6400, -1.7202], [-1.1087, 4.5569, 2.2091], [-1.7749, 2.2037, 2.7492], [-3.2442, 3.1038, 2.4321], [-5.1399, 1.9764, 2.2453], [-5.0834, -2.2887, 2.2918], [-1.7404, -2.4282, 2.8268], [-3.1606, -3.3787, 2.4374], [-0.8361, -4.6693, 2.2457], [0.6539, -4.7710, -1.7708], [1.2039, -6.8986, -1.3101], [2.4255, -5.7028, -0.8243], [2.4488, -7.3325, -0.1303], [-0.6045, -7.5993, 0.3376], [0.7017, -8.1092, 1.4274], [-0.5653, -7.0114, 2.0040], [2.3610, -4.7114, 1.5491], [1.2323, -5.3746, 2.7351], [2.5278, -6.3954, 2.0936], [-7.4544, -0.5552, 0.4753], [-7.1793, -2.0438, 1.3878], [-8.6457, -1.0921, 1.6788], [-7.3581, 1.7034, 1.6385], [-8.5429, 1.0844, 2.8002], [-7.0251, 1.7836, 3.3791], [-6.6793, -1.9150, 3.8969], [-6.5305, -0.3383, 4.6787], [-8.1247, -0.9211, 4.1505], [-4.0136, 3.0685, -1.3964], [-4.1742, 1.4740, -2.1742], [-4.6365, 1.6855, -0.4602], [-0.8297, 6.8647, 2.0952], [0.5103, 5.9207, 2.7746], [0.7984, 7.5573, 2.1728], [-0.8471, 7.4288, -0.3911], [0.7814, 8.1115, -0.1973], [0.4696, 6.8860, -1.4376], [2.3209, 5.0428, 1.2909], [2.3555, 5.4037, -0.4356], [2.6465, 6.7009, 0.7393], [3.3592, 1.9788, -4.5796], [4.3449, 1.7400, -3.1232], [4.9528, 1.2299, -4.7087], [2.2775, -0.0725, -5.7398], [3.9693, -0.5696, -5.9583], [2.8003, -1.6923, -5.2531], [4.7350, -0.7210, -2.2605], [4.2103, -2.0518, -3.2752], [5.4525, -0.9313, -3.8743], [2.2808, -1.9852, -1.0862], [3.0962, 0.1554, -0.0103], [1.3866, 0.9800, 0.7314], [3.8054, -0.8983, 1.3285], [4.8303, -1.7917, 1.0179], [5.3860, -2.6013, 2.0001], [4.9123, -2.5368, 3.3049], [3.8824, -1.6595, 3.6186], [3.3300, -0.8467, 2.6356], [4.3912, 1.5140, 0.0528], [4.1178, 2.7988, 0.5218], [5.0903, 3.7928, 0.4725], [6.3434, 3.5283, -0.0655], [6.6273, 2.2526, -0.5361], [5.6593, 1.2596, -0.4757], [5.1821, -1.8745, -0.0060], [6.1781, -3.2946, 1.7426], [5.3361, -3.1760, 4.0704], [3.4992, -1.6157, 4.6318], [2.5103, -0.1777, 2.8719], [3.1328, 3.0169, 0.9208], [4.8682, 4.7841, 0.8529], [7.0907, 4.3111, -0.1235], [7.6017, 2.0313, -0.9586], [5.9056, 0.2635, -0.8305]],
  "orbital_gap_ha": [0.2286, 0.2319],
  "multiplicity": 3,
  "charge": -1
}

=====

# 3
{
  "formula": "C58H71N11O",
  "method": "the ωB97M-V functional and the def2-TZVPD basis",
  "species": ["C", "C", "C", "C", "C", "C", "N", "C", "C", "N", "C", "C", "C", "C", "C", "C", "C", "C", "C", "C", "C", "C", "C", "O", "C", "H", "H", "H", "H", "H", "H", "H", "H", "H", "H", "H", "H", "H", "H", "H", "H", "H", "H", "H", "H", "H", "H", "H", "H", "H", "H", "N", "C", "C", "C", "C", "H", "H", "H", "H", "H", "N", "C", "C", "C", "C", "H", "H", "H", "H", "H", "N", "C", "C", "C", "C", "H", "H", "H", "H", "H", "N", "C", "C", "C", "C", "H", "H", "H", "H", "H", "N", "C", "C", "C", "C", "H", "H", "H", "H", "H", "N", "C", "C", "C", "C", "H", "H", "H", "H", "H", "N", "C", "C", "C", "C", "H", "H", "H", "H", "H", "N", "C", "C", "C", "C", "H", "H", "H", "H", "H", "N", "C", "C", "C", "C", "H", "H", "H", "H", "H"],
  "positions_angstrom": [[1.0598, 4.3693, -1.3660], [0.5547, 4.0035, -0.3376], [0.0984, 3.7192, 1.0312], [-1.1863, 2.8977, 1.0461], [-2.3067, 3.4613, 0.5111], [-3.5523, 2.7897, 0.5053], [-4.6280, 3.3971, -0.0767], [-5.7212, 2.6830, -0.0281], [-5.8142, 1.4119, 0.5893], [-4.7927, 0.8238, 1.1526], [-3.6236, 1.5206, 1.0988], [-2.4459, 0.9350, 1.6553], [-2.5788, -0.3654, 2.2686], [-2.6901, -1.2668, 3.0588], [-1.2256, 1.5855, 1.6139], [0.0169, 0.9045, 2.1185], [1.1074, 0.6907, 1.0382], [0.5932, 0.2464, -0.3464], [0.6405, -1.2816, -0.6008], [-0.7435, -1.9584, -0.5396], [-0.6924, -3.3719, -1.1390], [-1.7327, -4.3476, -0.5402], [-1.1599, -5.2328, 0.5924], [0.0467, -4.7200, 1.1117], [-0.1448, -3.7685, 2.1422], [1.3062, 4.5327, -2.3881], [0.8976, 3.2006, 1.5512], [-0.0628, 4.6538, 1.5707], [-2.2607, 4.4439, 0.0568], [-6.6117, 3.0915, -0.4972], [-6.7652, 0.8913, 0.6050], [-2.6312, -2.1409, 3.6622], [-0.2056, -0.0503, 2.5846], [0.4464, 1.5315, 2.9101], [1.7649, -0.1034, 1.4053], [1.7575, 1.5559, 0.9211], [1.2398, 0.7188, -1.0904], [-0.4145, 0.6052, -0.5606], [1.3326, -1.7809, 0.0779], [0.9861, -1.4227, -1.6292], [-1.1049, -1.9551, 0.4910], [-1.4490, -1.3622, -1.1250], [0.3168, -3.7730, -1.0344], [-0.9039, -3.3124, -2.2095], [-2.0942, -5.0092, -1.3312], [-2.6033, -3.7691, -0.2212], [-1.9002, -5.3202, 1.3960], [-0.9828, -6.2371, 0.2093], [0.5339, -2.9257, 1.9907], [0.0762, -4.2109, 3.1199], [-1.1723, -3.4038, 2.1466], [4.6914, -3.0699, -1.1558], [4.5278, -1.9488, -0.3903], [3.5595, -2.2138, 0.5408], [3.1140, -3.5431, 0.3238], [3.8290, -4.0461, -0.7282], [5.3360, -3.1614, -1.9183], [5.1143, -1.0633, -0.5735], [3.2001, -1.5309, 1.2952], [2.3472, -4.0608, 0.8764], [3.7975, -5.0086, -1.2088], [3.7040, -7.0023, 4.8076], [3.1953, -7.4733, 3.6270], [2.9039, -6.3950, 2.8352], [3.2530, -5.2276, 3.5668], [3.7420, -5.6348, 4.7792], [4.0011, -7.5722, 5.5770], [3.0847, -8.5299, 3.4534], [2.4846, -6.4349, 1.8434], [3.1538, -4.2063, 3.2391], [4.1132, -5.0721, 5.6185], [-5.4193, 2.3663, -4.8709], [-5.5846, 2.0861, -3.5436], [-6.4889, 1.0625, -3.4419], [-6.8848, 0.7122, -4.7618], [-6.2064, 1.5345, -5.6205], [-4.8138, 3.0760, -5.2387], [-5.0449, 2.6331, -2.7888], [-6.8267, 0.6120, -2.5230], [-7.5845, -0.0555, -5.0467], [-6.2153, 1.5979, -6.6949], [-9.3405, -0.4248, 0.3176], [-10.1561, 0.6667, 0.4518], [-11.0047, 0.4280, 1.4988], [-10.6876, -0.8575, 2.0169], [-9.6566, -1.3572, 1.2681], [-8.6234, -0.5284, -0.3761], [-10.0626, 1.5139, -0.2062], [-11.7682, 1.0990, 1.8548], [-11.1623, -1.3563, 2.8450], [-9.1227, -2.2898, 1.3298], [3.8479, 1.2977, 0.8777], [3.4369, 1.7197, 2.1127], [3.8755, 3.0059, 2.2867], [4.5743, 3.3768, 1.1065], [4.5402, 2.3027, 0.2593], [3.6650, 0.3910, 0.4870], [2.8676, 1.0726, 2.7585], [3.7103, 3.6151, 3.1597], [5.0480, 4.3228, 0.9030], [4.9448, 2.1707, -0.7296], [4.8858, 4.5259, -3.3915], [4.8168, 5.8718, -3.1503], [3.6309, 6.1184, -2.5097], [2.9589, 4.8770, -2.3587], [3.7594, 3.9146, -2.9075], [5.6474, 4.0596, -3.8475], [5.6135, 6.5319, -3.4475], [3.2804, 7.0844, -2.1841], [2.0011, 4.7105, -1.8932], [3.6241, 2.8498, -2.9916], [-2.6362, -7.1810, -4.8062], [-2.6638, -5.8423, -4.5236], [-3.8928, -5.5511, -3.9951], [-4.6349, -6.7628, -3.9552], [-3.8324, -7.7493, -4.4624], [-1.8581, -7.6707, -5.2061], [-1.8110, -5.2154, -4.7210], [-4.2235, -4.5784, -3.6708], [-5.6415, -6.8937, -3.5950], [-4.0085, -8.8014, -4.6062], [8.3531, 0.5110, 0.3294], [7.5014, 0.9641, 1.3019], [8.2356, 1.1540, 2.4412], [9.5822, 0.8054, 2.1440], [9.6232, 0.4132, 0.8336], [8.0883, 0.2842, -0.6101], [6.4544, 1.1114, 1.1003], [7.8504, 1.5056, 3.3835], [10.4232, 0.8395, 2.8162], [10.4408, 0.0758, 0.2199], [2.5889, 7.3121, 0.7313], [2.5164, 8.6499, 1.0064], [1.3290, 8.8824, 1.6484], [0.6607, 7.6334, 1.7660], [1.4649, 6.6849, 1.1914], [3.3494, 6.8559, 0.2590], [3.3113, 9.3184, 0.7234], [0.9781, 9.8399, 1.9953], [-0.2995, 7.4534, 2.2201], [1.3359, 5.6224, 1.0704]],
  "orbital_gap_ha": 0.2843,
  "charge": 0
}

=====

Here are the calculated F_max numbers, same order: 3.94; 0.77; 10.02 (eV/A).